i.
Formula: C4H12N4
Source: OMol25
Level of theory: ωB97M-V/def2-TZVPD

- molecular weight (u) = 116.2
- orbital gap (eV) = 8.46
- SMILES string = CC(=C(N)N)N(C)N
- E_HOMO (eV) = -7.57
- lowest unoccupied orbital energy (eV) = 0.9
- 2S+1 = 1

Last column: Löwdin charge in e.
Atoms and positions in Å:
C  -0.25167  -1.73525  0.25498  -0.062
C  -0.00392  -0.25446  0.23070  -0.275
C  0.21140  0.54018  1.27573  -0.391
N  0.59705  1.87121  1.19541  0.098
N  0.31530  -0.07210  2.59479  0.094
N  0.05300  0.48041  -1.08078  -0.279
C  -1.09508  0.24445  -1.93090  -0.108
N  1.24227  0.24482  -1.82791  0.030
H  0.42588  -2.22632  0.95238  0.072
H  -1.27996  -1.96988  0.54138  0.076
H  -0.07849  -2.15675  -0.73510  0.063
H  0.47543  2.21233  0.24913  0.080
H  0.18124  2.47252  1.89392  0.083
H  -0.41047  -0.75178  2.76793  0.072
H  0.36196  0.61703  3.33226  0.068
H  -1.99617  0.49253  -1.37271  0.084
H  -1.01723  0.89910  -2.79886  0.076
H  -1.17119  -0.79312  -2.28717  0.071
H  2.01963  0.64313  -1.30974  0.076
H  1.42103  -0.75804  -1.94546  0.071


ii.
Formula: C4H12N4
Source: OMol25
Level of theory: ωB97M-V/def2-TZVPD

- molecular weight (u) = 116.2
- orbital gap (eV) = 8.03
- E_HOMO (eV) = -7.43
- lowest unoccupied orbital energy (eV) = 0.6
- 2S+1 = 1

Last column: Löwdin charge in e.
Atoms and positions in Å:
C  -1.56306  0.61432  -1.26219  -0.160
N  -1.36160  -1.93789  0.75967  0.074
C  -0.75128  -0.68400  0.58633  -0.471
N  -0.55651  -0.26768  -0.71786  -0.120
H  -1.18587  -2.60768  0.02360  0.085
H  -1.51121  -2.30900  1.68823  0.077
H  -1.17527  0.03890  1.30745  0.139
H  -1.78003  1.48246  -0.61210  0.063
H  -2.52199  0.10432  -1.43427  0.069
H  -1.20821  1.00293  -2.21985  0.073
C  1.15185  1.75011  0.07906  -0.049
C  1.28397  0.28701  -0.25324  -0.506
N  0.84955  -0.68202  0.97914  0.141
N  2.22949  -0.10622  -1.01684  0.072
H  1.16027  -0.31565  1.87958  0.135
H  1.23402  -1.61449  0.84421  0.126
H  2.29661  -1.12037  -1.07117  0.024
H  0.22090  1.98136  0.59620  0.063
H  1.99959  2.06822  0.69442  0.079
H  1.18878  2.31539  -0.85039  0.086


Most stable of them? i.


i.
Formula: C4H12N4
Source: OMol25
Level of theory: ωB97M-V/def2-TZVPD

- molecular weight (u) = 116.2
- orbital gap (eV) = 8.93
- SMILES string = [H]/N=C(\N)NC.C=NC
- E_HOMO (eV) = -8.03
- lowest unoccupied orbital energy (eV) = 0.9
- 2S+1 = 1

Last column: Löwdin charge in e.
Atoms and positions in Å:
H  1.97125  1.40503  0.23181  0.036
N  0.98131  1.33276  0.01072  0.051
C  0.37124  0.49588  0.83557  -0.625
N  1.06626  -0.07094  1.93628  0.094
N  -0.95678  0.78915  1.18286  -0.043
C  -1.76038  1.58012  0.27570  -0.117
H  1.93294  -0.50594  1.66391  0.074
H  0.51105  -0.70481  2.48601  0.069
H  -1.44854  0.01586  1.60783  0.104
H  -2.67627  1.87830  0.78574  0.077
H  -2.02872  1.04232  -0.64248  0.067
H  -1.18230  2.45515  -0.00908  0.069
C  -0.82673  -1.60945  -0.79129  -0.063
N  0.30073  -1.15813  -0.45745  -0.063
C  1.44356  -0.87175  -1.59407  -0.036
H  -1.67010  -1.58538  -0.10955  0.066
H  -1.05271  -1.94695  -1.80689  0.073
H  2.41488  -1.19726  -1.22153  0.061
H  1.49416  0.15476  -1.95195  0.051
H  1.11513  -1.49870  -2.43213  0.054


ii.
Formula: C4H12N4
Source: OMol25
Level of theory: ωB97M-V/def2-TZVPD

- molecular weight (u) = 116.2
- orbital gap (eV) = 9.60
- SMILES string = N/C=C/N.N/C=C/N
- E_HOMO (eV) = -8.52
- lowest unoccupied orbital energy (eV) = 1.1
- 2S+1 = 1

Last column: Löwdin charge in e.
Atoms and positions in Å:
N  -2.42354  -0.33605  -0.92319  0.018
C  -1.33674  -1.04807  -1.45671  -0.223
C  -0.57407  -1.92302  -0.80402  -0.242
N  0.61642  -2.47564  -1.37818  0.005
H  -3.14396  -0.13205  -1.59646  0.070
H  -2.18837  0.45479  -0.34290  0.053
H  -1.07734  -0.82414  -2.49407  0.109
H  -0.78567  -2.22081  0.22013  0.101
H  0.66511  -3.45065  -1.12810  0.060
H  1.45025  -2.03233  -1.01184  0.066
N  -0.58324  0.36813  1.53644  0.013
C  0.73960  0.87947  1.39579  -0.217
C  1.05001  2.04439  0.84458  -0.213
N  2.43636  2.43592  0.75761  -0.008
H  -0.74283  0.01129  2.46788  0.073
H  -0.76230  -0.38142  0.86911  0.005
H  1.56030  0.25867  1.75304  0.103
H  0.28389  2.67521  0.39524  0.101
H  2.52337  3.31614  1.25333  0.062
H  2.64769  2.66286  -0.21189  0.065


Most stable of them? ii.


i.
Formula: CH2N2OS2
Source: OMol25
Level of theory: ωB97M-V/def2-TZVPD

- ⟨S²⟩ = 2.01
- molecular weight (u) = 122.2
- orbital gap (alpha / beta) (eV) = 7.10 / 6.24
- E_HOMO (alpha / beta) (eV) = -7.02 / -9.79
- lowest unoccupied orbital energy (alpha / beta) (eV) = 0.1 / -3.5
- 2S+1 = 3

Last column: Löwdin charge in e.
Atoms and positions in Å:
C  -0.55098  0.47228  -0.73997  -0.121
N  -1.59763  0.83349  -0.36667  -0.582
N  0.75126  -1.52425  0.62977  -0.324
O  1.94150  0.61039  0.60348  -0.566
S  -3.00072  0.96783  0.29467  0.764
S  0.73137  -0.09195  1.09446  0.729
H  0.27680  0.45186  -1.42849  0.089
H  1.44840  -1.71966  -0.08724  0.011


ii.
Formula: CH2N2OS2
Source: OMol25
Level of theory: ωB97M-V/def2-TZVPD

- ⟨S²⟩ = 2.01
- molecular weight (u) = 122.2
- orbital gap (alpha / beta) (eV) = 8.11 / 6.88
- E_HOMO (alpha / beta) (eV) = -8.00 / -8.81
- lowest unoccupied orbital energy (alpha / beta) (eV) = 0.1 / -1.9
- 2S+1 = 3

Last column: Löwdin charge in e.
Atoms and positions in Å:
C  0.16423  -0.02835  0.08678  -0.005
N  1.17262  0.77648  -0.03132  -0.109
N  2.17831  0.50470  -0.80198  -0.533
O  4.33815  3.01032  -3.27699  -0.664
S  3.41735  1.13503  -1.50873  0.646
S  3.07833  3.00132  -2.45935  0.565
H  -0.08814  -0.93511  -0.30949  0.041
H  -0.50453  0.46917  0.76104  0.058


Most stable of them? ii.